This record from OMol25 describes an isolated molecule of C20H17F3N4O2S at a distorted geometry. The level of theory is ωB97M-V/def2-TZVPD.

Last column: natural (NBO) charge in e.
Atoms and positions in Å:
O (5.27074, 1.20354, 4.56099)  -0.5953
F (-6.52903, 2.65762, -0.28894)  -0.3310
F (-7.16521, 0.85774, 0.78179)  -0.3481
F (-6.32296, 2.67109, 1.93321)  -0.3516
N (4.48691, 0.71082, 0.77984)  -0.4768
N (1.62802, -1.28524, -0.08758)  -0.5174
N (-0.58584, -1.53133, 0.70372)  -0.4692
O (2.27609, 0.67460, -1.11679)  -0.4819
S (6.89895, -0.29380, 0.30116)  0.3412
C (4.89827, 1.33583, 3.41715)  0.6892
C (5.64743, 0.55760, 1.27178)  0.3095
C (-2.12065, 0.32701, 0.77645)  -0.0614
C (-3.14923, -0.38755, 1.23848)  -0.1270
C (0.66254, -1.99081, 0.61212)  0.2783
C (1.45220, 0.00029, -0.31329)  0.5335
C (-0.75949, -0.24519, 0.51194)  0.2192
C (0.17963, 0.48396, -0.16507)  -0.3202
C (4.81981, -0.99325, -3.17735)  -0.2049
C (3.61863, -0.39169, -2.76210)  -0.2577
C (5.88590, -0.95502, -2.25331)  -0.2197
C (4.52230, 0.19608, -0.52986)  0.0219
C (3.50056, 0.08436, -1.42663)  0.3687
C (5.69334, -0.38541, -0.94266)  -0.1984
N (5.79260, 0.73291, 2.59207)  -0.6244
C (3.47628, 1.92664, 3.19299)  -0.6829
C (-6.12884, 1.84886, 0.75569)  1.0138
C (-2.40754, 1.83072, 0.56833)  -0.4291
C (-4.58606, 0.20816, 1.48524)  -0.4379
C (-3.71929, 2.38234, 0.93788)  -0.3750
C (-4.79871, 1.32736, 0.57335)  -0.3621
H (-2.89586, -1.47754, 1.38580)  0.2380
H (0.94451, -3.03493, 0.87306)  0.1974
H (0.13480, 1.54120, -0.45028)  0.2281
H (4.91570, -1.52417, -4.12084)  0.2272
H (2.79490, -0.43820, -3.44129)  0.2296
H (6.90712, -1.39223, -2.56967)  0.2264
H (6.55801, 0.31217, 3.10516)  0.4337
H (2.80756, 1.10017, 2.99802)  0.2445
H (2.99165, 2.47642, 4.05124)  0.2417
H (3.46069, 2.62433, 2.41106)  0.2302
H (-2.23339, 1.99260, -0.46566)  0.2038
H (-1.73894, 2.41659, 1.13961)  0.2190
H (-4.71160, 0.51117, 2.52519)  0.2342
H (-5.34512, -0.66822, 1.36987)  0.2419
H (-3.94223, 3.36380, 0.57135)  0.2341
H (-3.63152, 2.54466, 2.05799)  0.2106
H (-4.58230, 0.96527, -0.49989)  0.2563

Forces on atoms 1 to 6 (eV/Å):
-0.23 0.69 1.74
0.70 -0.60 1.13
2.19 1.73 0.42
0.64 -2.19 -2.35
-0.58 -0.23 -2.48
0.98 -1.38 2.46

Lowest unoccupied orbital energy in eV: 0.27
Energy relative to the best compared isomer or geometry (same formula, charge and spin) in eV: 2.108
Highest occupied orbital energy in eV: -8.94
HOMO-LUMO gap in eV: 9.2
Spin multiplicity: 1
Total charge: 0
SMILES: CC(=O)Nc1nc2c(Oc3cc(C4=CC[C@@H](C(F)(F)F)CC4)ncn3)cccc2s1

---

This record from OMol25 describes a structure of composition C4H8O3 at a distorted geometry. The level of theory is ωB97M-V/def2-TZVPD.

Last column: natural (NBO) charge in e.
Atoms and positions in Å:
C (0.66057, -0.39319, -0.57777)  -0.1110
C (-0.52668, -0.16328, 0.30477)  0.0293
C (-0.90319, 1.25032, 0.53732)  -0.6970
C (1.78860, -0.87628, 0.33455)  0.4400
O (1.05378, 0.70178, -1.36702)  -0.7108
O (-1.95965, -1.15577, -0.45503)  -0.8674
O (2.82094, -0.26680, 0.43927)  -0.5281
H (1.95355, 0.94697, -1.10078)  0.4903
H (-2.77241, -0.68662, -0.22576)  0.4672
H (0.40191, -1.25226, -1.21654)  0.2332
H (-1.25558, -1.16429, 0.59606)  0.4101
H (1.59131, -1.80967, 0.88652)  0.1342
H (-0.06411, 1.69888, 1.08594)  0.2520
H (-0.99047, 1.82049, -0.39059)  0.2370
H (-1.79856, 1.34972, 1.14906)  0.2208

Forces on atoms 1 to 6 (eV/Å):
-0.22 -0.26 -0.12
-0.97 -1.36 0.30
-0.17 -0.09 -0.07
0.04 0.27 -0.15
0.01 -0.10 0.16
0.19 0.50 -0.62

Lowest unoccupied orbital energy in eV: 0.40
Energy relative to the best compared isomer or geometry (same formula, charge and spin) in eV: 4.824
Highest occupied orbital energy in eV: -9.05
HOMO-LUMO gap in eV: 9.5
Spin multiplicity: 1
Total charge: 0

---

Question: What is the lowest unoccupied orbital energy in the first record?
Answer: 0.27 eV

---

Copy entry 2 word for word.
This record from OMol25 describes a structure of composition C4H8O3 at a distorted geometry. The level of theory is ωB97M-V/def2-TZVPD.

Last column: natural (NBO) charge in e.
Atoms and positions in Å:
C (0.66057, -0.39319, -0.57777)  -0.1110
C (-0.52668, -0.16328, 0.30477)  0.0293
C (-0.90319, 1.25032, 0.53732)  -0.6970
C (1.78860, -0.87628, 0.33455)  0.4400
O (1.05378, 0.70178, -1.36702)  -0.7108
O (-1.95965, -1.15577, -0.45503)  -0.8674
O (2.82094, -0.26680, 0.43927)  -0.5281
H (1.95355, 0.94697, -1.10078)  0.4903
H (-2.77241, -0.68662, -0.22576)  0.4672
H (0.40191, -1.25226, -1.21654)  0.2332
H (-1.25558, -1.16429, 0.59606)  0.4101
H (1.59131, -1.80967, 0.88652)  0.1342
H (-0.06411, 1.69888, 1.08594)  0.2520
H (-0.99047, 1.82049, -0.39059)  0.2370
H (-1.79856, 1.34972, 1.14906)  0.2208

Forces on atoms 1 to 6 (eV/Å):
-0.22 -0.26 -0.12
-0.97 -1.36 0.30
-0.17 -0.09 -0.07
0.04 0.27 -0.15
0.01 -0.10 0.16
0.19 0.50 -0.62

Lowest unoccupied orbital energy in eV: 0.40
Energy relative to the best compared isomer or geometry (same formula, charge and spin) in eV: 4.824
Highest occupied orbital energy in eV: -9.05
HOMO-LUMO gap in eV: 9.5
Spin multiplicity: 1
Total charge: 0